<one>
Entry from the OMol25 dataset: C2H7N3OS in the gas phase (ωB97M-V with the def2-TZVPD basis set).

- HOMO energy (Ha) = -0.3271
- gap between HOMO and LUMO (eV) = 9.579
- E_LUMO (eV) = 0.7
- structure (SMILES) = N/N=C(/CS)NO

Geometry as ORCA input:
```
! wB97M-V def2-TZVPD RIJCOSX def2/J DEFGRID3
* xyz 0 1
N 2.085 -0.651 -0.394
N 0.798 -1.258 0.073
C 0.131 -0.262 0.329
C -1.356 -0.456 0.723
S -2.918 -0.309 -0.320
N 0.694 1.029 -0.012
O -0.456 1.893 -0.046
H 2.512 -0.248 0.436
H 2.628 -1.518 -0.979
H -1.237 -1.291 1.518
H -1.869 0.390 1.128
H -2.383 -1.079 -1.472
H 1.141 1.027 -1.056
H 0.232 2.734 0.071
*
```

The Löwdin scheme yields these atomic charges, measured in e: atom 1 (N): -0.08, atom 2 (N): 0.03, atom 3 (C): -0.45, atom 4 (C): -0.47, atom 5 (S): 0.64, atom 6 (N): -0.10, atom 7 (O): -0.17, atom 8 (H): 0.07, atom 9 (H): 0.17, atom 10 (H): 0.11, atom 11 (H): -0.04, atom 12 (H): -0.07, atom 13 (H): 0.18, atom 14 (H): 0.18

<two>
Entry from the OMol25 dataset: C2H7N3OS in the gas phase (ωB97M-V with the def2-TZVPD basis set).

- HOMO energy (Ha) = -0.3268
- gap between HOMO and LUMO (eV) = 9.280
- E_LUMO (eV) = 0.4
- structure (SMILES) = C/N=C(/NO)NS

Geometry as ORCA input:
```
! wB97M-V def2-TZVPD RIJCOSX def2/J DEFGRID3
* xyz 0 1
C -0.544 1.521 0.123
N 0.745 0.933 -0.360
C 0.562 -0.215 0.082
N 1.583 -1.093 0.051
O 2.735 -0.519 -0.292
N -0.683 -0.825 0.500
S -2.067 -0.749 -0.451
H -0.375 2.623 0.082
H -0.940 1.033 1.062
H -1.255 1.426 -0.781
H 1.339 -1.991 -0.480
H 2.296 0.183 -0.791
H -0.507 -1.984 0.674
H -2.890 -0.342 0.579
*
```

The Löwdin scheme yields these atomic charges, measured in e: atom 1 (C): -0.20, atom 2 (N): 0.07, atom 3 (C): -0.60, atom 4 (N): -0.09, atom 5 (O): -0.01, atom 6 (N): -0.44, atom 7 (S): 0.75, atom 8 (H): 0.08, atom 9 (H): 0.08, atom 10 (H): 0.04, atom 11 (H): 0.17, atom 12 (H): 0.06, atom 13 (H): 0.17, atom 14 (H): -0.09

Which of them is the least stable? Correct choice: <one>.

<one>
Entry from the OMol25 dataset: C2HNO2 in the gas phase (ωB97M-V with the def2-TZVPD basis set).

- HOMO energy (Ha) = -0.4183
- gap between HOMO and LUMO (eV) = 11.841
- E_LUMO (eV) = 0.5
- structure (SMILES) = N#CC1OO1

Geometry as ORCA input:
```
! wB97M-V def2-TZVPD RIJCOSX def2/J DEFGRID3
* xyz 0 1
N 1.370 -1.806 -0.141
C 0.765 -0.846 0.022
C -0.098 0.343 -0.021
O -1.335 0.416 -0.563
O -1.133 0.517 0.817
H 0.432 1.375 -0.114
*
```

The Löwdin scheme yields these atomic charges, measured in e: atom 1 (N): 0.19, atom 2 (C): -0.09, atom 3 (C): -0.41, atom 4 (O): 0.07, atom 5 (O): 0.06, atom 6 (H): 0.19

<two>
Entry from the OMol25 dataset: 2 unconnected molecules or ions with the total composition C2HNO2 (ωB97M-V with the def2-TZVPD basis set).

- HOMO energy (Ha) = -0.3380
- gap between HOMO and LUMO (eV) = 6.832
- E_LUMO (eV) = -2.4

Geometry as ORCA input:
```
! wB97M-V def2-TZVPD RIJCOSX def2/J DEFGRID3
* xyz 0 1
C 1.734 1.994 1.314
C -0.133 0.578 -0.655
N 2.073 3.106 1.527
O -1.063 1.313 -0.541
O 1.313 0.874 1.006
H 0.579 -0.006 -1.106
*
```

The Löwdin scheme yields these atomic charges, measured in e: atom 1 (C): -0.57, atom 2 (C): 0.24, atom 3 (N): 0.07, atom 4 (O): 0.23, atom 5 (O): -0.09, atom 6 (H): 0.12

Which of them is the least stable? Correct choice: <one>.

<one>
Entry from the OMol25 dataset: 2 unconnected molecules or ions with the total composition C5H8O4 (ωB97M-V with the def2-TZVPD basis set).

- HOMO energy (Ha) = -0.0412
- gap between HOMO and LUMO (eV) = 7.699
- E_LUMO (eV) = 6.6

Geometry as ORCA input:
```
! wB97M-V def2-TZVPD RIJCOSX def2/J DEFGRID3
* xyz -2 1
C -0.920 1.168 -1.899
C -0.016 0.495 -3.005
O 1.078 0.949 -2.896
O -0.356 -0.282 -3.913
H -1.921 1.406 -2.147
H -0.393 2.038 -1.704
H -0.931 0.614 -1.018
C 0.991 -0.575 1.955
C 0.815 -2.159 1.494
C -0.319 0.073 2.582
O -1.328 -0.577 2.385
O -0.066 1.132 3.179
H 1.752 -0.473 2.823
H 1.412 0.073 1.225
H 1.244 -2.189 0.457
H -0.288 -2.417 1.279
H 1.191 -2.850 2.287
*
```

The Löwdin scheme yields these atomic charges, measured in e: atom 1 (C): -0.03, atom 2 (C): -0.85, atom 3 (O): -0.07, atom 4 (O): -0.13, atom 5 (H): 0.03, atom 6 (H): 0.02, atom 7 (H): 0.03, atom 8 (C): -0.16, atom 9 (C): -0.13, atom 10 (C): -0.82, atom 11 (O): -0.07, atom 12 (O): -0.12, atom 13 (H): 0.09, atom 14 (H): 0.06, atom 15 (H): 0.04, atom 16 (H): 0.06, atom 17 (H): 0.04

<two>
Entry from the OMol25 dataset: 2 unconnected molecules or ions with the total composition C5H8O4 (ωB97M-V with the def2-TZVPD basis set).

- HOMO energy (Ha) = -0.0445
- gap between HOMO and LUMO (eV) = 7.740
- E_LUMO (eV) = 6.5

Geometry as ORCA input:
```
! wB97M-V def2-TZVPD RIJCOSX def2/J DEFGRID3
* xyz -2 1
C 1.084 -1.401 -1.609
C 2.247 -0.475 -1.978
O 2.178 0.139 -3.066
O 3.200 -0.400 -1.072
H 0.335 -1.551 -2.439
H 0.602 -1.031 -0.733
H 1.456 -2.335 -1.208
C -0.614 0.453 1.201
C -1.238 1.780 0.860
C -1.597 -0.585 1.710
O -1.499 -1.011 2.829
O -2.452 -0.867 0.805
H -0.033 -0.008 0.396
H 0.210 0.498 1.957
H -0.318 2.582 0.958
H -2.108 2.074 1.514
H -1.452 2.140 -0.126
*
```

The Löwdin scheme yields these atomic charges, measured in e: atom 1 (C): -0.06, atom 2 (C): -0.76, atom 3 (O): -0.13, atom 4 (O): -0.20, atom 5 (H): 0.08, atom 6 (H): 0.01, atom 7 (H): 0.05, atom 8 (C): -0.23, atom 9 (C): -0.14, atom 10 (C): -0.82, atom 11 (O): -0.05, atom 12 (O): -0.14, atom 13 (H): 0.07, atom 14 (H): 0.11, atom 15 (H): 0.10, atom 16 (H): 0.07, atom 17 (H): 0.03

Which of them is the least stable? Correct choice: <one>.

<one>
Entry from the OMol25 dataset: 2 unconnected molecules or ions with the total composition H3NS2 (ωB97M-V with the def2-TZVPD basis set).

- HOMO energy (alpha / beta) (Ha) = -0.3222 / -0.3304
- gap between HOMO and LUMO (alpha / beta) (eV) = 7.049 / 7.791
- E_LUMO (alpha / beta) (eV) = -1.7 / -1.2

Geometry as ORCA input:
```
! wB97M-V def2-TZVPD RIJCOSX def2/J DEFGRID3
* xyz 0 1
N 1.336 0.012 -0.026
S -2.025 -0.823 -0.239
S 0.259 1.037 -0.720
H 2.147 -0.283 -0.444
H 1.269 -0.010 1.078
H -2.986 0.067 0.351
*
```

The Löwdin scheme yields these atomic charges, measured in e: atom 1 (N): -0.49, atom 2 (S): 0.14, atom 3 (S): 0.49, atom 4 (H): -0.02, atom 5 (H): 0.10, atom 6 (H): -0.24

<two>
Entry from the OMol25 dataset: H3NS2 in the gas phase (ωB97M-V with the def2-TZVPD basis set).

- HOMO energy (Ha) = -0.3211
- gap between HOMO and LUMO (eV) = 8.350
- E_LUMO (eV) = -0.4
- structure (SMILES) = NSS

Geometry as ORCA input:
```
! wB97M-V def2-TZVPD RIJCOSX def2/J DEFGRID3
* xyz 0 1
N -0.106 -0.837 0.135
S -1.159 -0.176 -0.974
S -1.178 2.121 -0.389
H -0.619 -0.752 0.975
H 0.792 -0.312 0.222
H -0.163 1.957 0.650
*
```

The Löwdin scheme yields these atomic charges, measured in e: atom 1 (N): -0.46, atom 2 (S): 0.43, atom 3 (S): 0.17, atom 4 (H): -0.02, atom 5 (H): 0.04, atom 6 (H): -0.17

Which of them is the least stable? Correct choice: <one>.